Entry 1:
54
Properties=species:S:1:pos:R:3:forces:R:3:mulliken_charge:R:1 method="wB97M-V/def2-TZVPD" mol_weight_g_mol=801.56 e_lumo_ha=0.1396 spin_multiplicity=1 total_charge=-2 orbital_gap_ev=6.52 de_lowest_kj_mol=0.00
Ir -0.623 -0.071 -0.607 -0.62 0.01 0.18 2.454
O -4.013 -1.033 -5.457 0.08 0.05 0.13 -0.581
C -3.250 -0.839 -4.333 -0.10 -0.06 -0.19 1.202
C -2.712 -1.917 -3.638 0.08 -0.17 0.13 -0.529
C -1.944 -1.648 -2.521 -0.14 0.15 0.01 -0.047
N -1.748 -0.387 -2.162 0.14 -0.08 -0.19 -0.162
C -2.269 0.666 -2.782 -0.14 -0.21 0.00 0.265
C -3.044 0.470 -3.911 0.06 0.10 0.15 -0.864
C -1.958 1.992 -2.079 0.24 0.08 -0.33 0.450
O -2.383 3.020 -2.587 -0.15 0.05 0.07 -0.786
O -1.250 1.884 -1.015 0.14 0.01 0.21 -0.792
C -1.253 -2.665 -1.606 0.14 -0.10 -0.42 0.380
O -1.399 -3.848 -1.872 -0.20 -0.13 0.15 -0.765
O -0.512 -2.163 -0.687 -0.05 0.14 0.23 -0.824
H -4.051 -1.978 -5.636 0.01 0.00 0.01 0.285
H -2.870 -2.949 -3.935 0.03 0.08 0.02 0.436
H -3.475 1.312 -4.431 0.01 0.00 0.01 0.579
C 1.152 4.712 6.029 0.00 -0.01 -0.02 -1.437
C 1.320 3.647 4.974 0.01 0.03 0.02 1.096
C 0.968 3.889 3.648 0.02 0.00 0.00 -0.833
C 1.096 2.903 2.684 -0.04 -0.05 -0.04 -0.517
C 1.580 1.651 3.039 0.13 -0.01 0.14 -0.617
C 1.933 1.391 4.353 -0.02 0.13 -0.03 -0.113
C 1.806 2.391 5.312 0.00 -0.08 0.01 -0.686
S 1.730 0.394 1.770 -0.14 0.27 0.27 1.496
O 2.534 0.985 0.741 0.24 -0.04 -0.36 -0.731
O 2.239 -0.777 2.461 0.05 0.05 -0.05 -0.803
N 0.234 0.259 1.297 0.09 -0.31 -0.32 -0.029
C -0.592 -0.421 2.288 -0.26 -0.29 -0.04 -0.250
C -2.046 -0.493 1.833 0.00 0.44 0.23 0.233
O -2.936 -0.651 2.657 -0.06 -0.20 0.05 -0.788
O -2.257 -0.348 0.565 0.18 -0.04 -0.17 -0.940
H 1.024 5.696 5.576 0.00 0.00 0.00 0.338
H 2.017 4.753 6.693 0.00 0.00 -0.01 0.359
H 0.273 4.516 6.648 0.00 0.00 0.00 0.277
H 0.585 4.864 3.367 -0.01 0.01 0.00 0.288
H 0.807 3.084 1.654 0.01 -0.01 0.03 0.448
H 2.302 0.407 4.604 0.02 -0.04 0.02 0.476
H 2.081 2.186 6.343 0.00 0.00 -0.02 0.317
H -0.570 0.080 3.259 -0.04 0.00 0.02 0.421
H -0.261 -1.456 2.440 -0.01 0.02 0.05 0.266
Br 0.390 -4.884 -4.915 -0.06 0.02 -0.02 -0.236
C 1.181 -3.882 -3.508 0.06 0.04 -0.09 -0.176
C 1.780 -4.548 -2.463 0.06 -0.10 0.18 -0.127
N 2.377 -3.903 -1.466 0.05 0.25 0.06 -0.705
C 2.362 -2.568 -1.474 -0.05 -0.27 -0.32 0.112
C 1.764 -1.820 -2.484 -0.08 -0.11 -0.03 0.323
C 1.167 -2.504 -3.535 -0.01 0.24 -0.11 -0.151
C 1.804 -0.307 -2.536 0.02 0.42 0.00 0.041
O 2.701 0.192 -3.209 -0.04 -0.16 -0.03 -0.738
O 0.885 0.374 -1.954 0.22 -0.14 0.09 -0.728
H 1.765 -5.631 -2.421 0.05 0.02 0.00 0.342
H 2.858 -2.064 -0.660 0.02 0.06 0.23 0.512
H 0.700 -1.963 -4.352 0.06 -0.05 0.08 0.558

=====

Entry 2:
67
Properties=species:S:1:pos:R:3:forces:R:3:mulliken_charge:R:1 method="wB97M-V/def2-TZVPD" mol_weight_g_mol=750.78 e_lumo_ha=-0.2550 spin_multiplicity=1 total_charge=+2 orbital_gap_ev=5.29 de_lowest_kj_mol=33.44
Os -0.206 -0.026 0.189 -0.31 0.30 -0.35 1.985
O 5.231 -2.283 -3.323 -0.06 -0.53 0.11 -0.691
C 5.333 -1.853 -2.170 0.14 1.37 -0.59 0.265
O 6.276 -1.553 -1.431 0.03 -0.47 0.27 -0.692
C 3.969 -1.330 -1.618 -0.10 -0.47 0.25 -1.218
C 3.904 -0.713 -0.378 -0.04 0.03 -0.03 -1.022
C 2.681 -0.292 0.103 0.04 -0.01 -0.07 0.520
N 1.563 -0.454 -0.628 0.15 -0.03 -0.03 0.409
C 1.604 -1.075 -1.821 -0.04 0.03 -0.01 0.576
C 2.802 -1.517 -2.343 -0.01 0.04 0.02 -0.937
C 0.295 -1.219 -2.472 0.00 -0.05 -0.02 0.846
C 0.196 -1.757 -3.748 0.03 0.01 0.03 -1.061
C -1.031 -1.820 -4.376 0.00 -0.01 -0.04 -0.749
C -2.127 -1.296 -3.714 -0.04 0.03 0.06 -1.266
C -1.953 -0.785 -2.444 0.01 -0.06 0.01 0.032
N -0.787 -0.770 -1.782 0.19 -0.04 -0.13 0.361
C 2.457 0.323 1.416 0.02 -0.01 0.09 0.934
C 3.519 0.620 2.257 -0.01 -0.03 -0.05 -0.925
C 3.283 1.219 3.479 0.04 0.02 0.04 -0.789
C 1.977 1.521 3.816 -0.05 0.00 -0.02 -1.243
C 0.968 1.196 2.931 -0.06 0.02 0.00 0.004
N 1.165 0.587 1.752 0.20 0.12 0.02 -0.040
H 4.844 -0.618 0.153 0.00 0.00 0.02 0.854
H 2.913 -2.027 -3.293 -0.01 0.00 -0.01 0.845
H 1.084 -2.116 -4.245 0.00 0.01 0.01 0.512
H -1.124 -2.245 -5.366 0.00 0.00 0.00 0.505
H -3.108 -1.276 -4.166 -0.01 0.00 0.01 0.504
H -2.796 -0.335 -1.959 -0.14 -0.02 0.06 0.421
H 4.526 0.387 1.946 -0.01 0.01 -0.01 0.527
H 4.102 1.458 4.143 0.01 -0.01 0.00 0.496
H 1.730 2.015 4.744 -0.02 0.00 0.00 0.502
H -0.037 1.476 3.164 -0.22 -0.08 0.06 0.200
O -2.564 4.807 2.748 -0.02 0.00 0.01 -0.373
C -2.519 3.900 2.026 0.11 0.00 0.01 0.262
O -1.374 2.974 1.965 -0.07 0.02 0.02 -0.421
C -3.399 3.255 0.962 -0.03 0.05 0.03 -0.442
P -2.032 2.065 0.812 -0.07 0.03 0.11 1.268
C -2.371 0.441 1.471 -0.22 0.12 0.13 0.376
C -3.016 -0.545 0.707 0.44 0.14 -0.29 0.299
C -3.445 -1.733 1.278 -0.02 -0.16 0.27 -0.947
C -3.293 -1.930 2.639 -0.08 -0.11 -0.19 -0.703
C -2.736 -0.931 3.440 0.05 0.15 -0.06 -0.951
C -2.303 0.243 2.874 0.07 0.02 0.11 -0.776
C -1.141 2.185 -0.713 0.05 -0.45 0.10 0.324
C 0.268 2.251 -0.666 0.03 -0.15 0.29 -0.124
C 0.984 2.315 -1.873 0.01 0.03 -0.11 -1.053
C 0.316 2.326 -3.075 0.19 0.01 0.03 -0.822
C -1.085 2.324 -3.112 -0.17 0.02 0.02 -0.746
C -1.814 2.255 -1.952 -0.08 -0.04 -0.03 -0.875
H -3.588 3.913 0.115 0.00 0.00 0.00 0.473
H -4.337 2.877 1.369 0.00 -0.01 -0.02 0.387
H -3.235 -0.367 -0.327 -0.05 0.06 -0.10 0.447
H -3.925 -2.484 0.665 -0.02 0.01 -0.02 0.512
H -3.655 -2.845 3.091 0.02 -0.01 0.02 0.513
H -2.671 -1.063 4.511 -0.02 0.00 0.02 0.509
H -1.953 1.029 3.521 0.14 0.12 0.07 0.576
H 0.769 2.436 0.274 0.07 0.18 -0.06 1.121
H 2.063 2.390 -1.846 0.01 0.01 0.00 0.466
H 0.874 2.391 -4.000 0.01 -0.01 0.00 0.490
H -1.596 2.396 -4.063 0.00 0.00 -0.01 0.518
H -2.897 2.271 -1.993 -0.01 0.00 0.01 0.459
C 0.505 -4.217 1.894 0.01 0.01 -0.01 -1.380
C 0.191 -2.888 1.396 0.01 0.09 -0.01 0.552
N -0.037 -1.839 0.996 -0.10 -0.32 0.01 0.357
H 0.023 -4.966 1.268 -0.01 0.00 0.00 0.336
H 0.161 -4.319 2.922 -0.01 0.00 0.01 0.353
H 1.584 -4.362 1.859 0.00 -0.01 0.00 0.350